# 1
Molecular formula: C3H9NO2S
Method: DFT, ωB97M-V/def2-TZVPD

Last columns: bonded neighbours and bond lengths (Å).
Cartesian coordinates (Å):
1 S 2.206 -2.612 1.023  C7 1.838
2 O -1.725 1.412 -0.083  C6 1.403, H10 1.078
3 O -2.584 3.774 -0.120  H12 0.967
4 N -0.034 0.074 -1.126  C5 1.490, C6 1.461, H13 1.018
5 C 0.629 -0.443 0.105  N4 1.490, C7 1.520, H8 1.083, H11 1.088
6 C -0.649 1.392 -0.982  O2 1.403, N4 1.461, H14 1.101, H15 1.097
7 C 0.846 -1.943 -0.017  S1 1.838, C5 1.520, H9 1.095, H16 1.086
8 H 1.592 0.038 0.221  C5 1.083
9 H -0.079 -2.462 0.254  C7 1.095
10 H -2.126 2.412 -0.047  O2 1.078
11 H -0.023 -0.250 0.954  C5 1.088
12 H -3.496 3.642 -0.413  O3 0.967
13 H -0.811 -0.555 -1.316  N4 1.018
14 H 0.135 2.086 -0.640  C6 1.101
15 H -1.031 1.625 -1.983  C6 1.097
16 H 1.040 -2.175 -1.060  C7 1.086

For the energy above the lowest of the compared OMol25 structures with the same formula, charge and spin, the calculation gives 3.4 kcal per mole. As for the total charge: -2. Its HOMO-LUMO gap is 0.2175 Eh. Its spin multiplicity is 1. The HOMO energy is 0.050 eV.

Löwdin atomic charge list, values in e, 5 entries: -0.04, -0.18, -0.49, -0.09, -0.35

***

# 2
Molecular formula: C3H9NO3
Method: DFT, ωB97M-V/def2-TZVPD

Last columns: bonded neighbours and bond lengths (Å).
Cartesian coordinates (Å):
1 O 0.831 -2.777 -2.378  H14 0.959
2 O -2.283 -0.220 0.954  C6 1.207
3 O 1.999 -1.513 -0.665  H15 1.042, H16 0.960
4 N 0.042 1.534 1.213  C5 1.482, C7 1.365, H11 1.018
5 C -0.888 2.438 0.495  N4 1.482, H8 1.082, H12 1.085, H13 1.086
6 C -1.182 -0.569 0.602  O2 1.207, C7 1.481, H10 1.103
7 C 0.041 0.254 0.739  N4 1.365, C6 1.481, H9 1.107
8 H -0.667 3.451 0.803  C5 1.082
9 H 0.998 -0.162 0.369  C7 1.107
10 H -0.967 -1.595 0.258  C6 1.103
11 H -0.042 1.579 2.226  N4 1.018
12 H -0.644 2.378 -0.560  C5 1.085
13 H -1.920 2.179 0.714  C5 1.086
14 H 0.183 -3.466 -2.538  O1 0.959
15 H 1.547 -2.013 -1.459  O3 1.042
16 H 2.953 -1.499 -0.775  O3 0.960

For the energy above the lowest of the compared OMol25 structures with the same formula, charge and spin, the calculation gives 180.3 kcal per mole. Its HOMO-LUMO gap is 0.1248 Eh. Its spin multiplicity is 1. The HOMO energy is -7.684 eV.

Löwdin atomic charge list, values in e, 5 entries: -0.33, 0.10, -0.14, -0.03, -0.05

***

# 3
Molecular formula: C3H9NO3
Method: DFT, ωB97M-V/def2-TZVPD

Last columns: bonded neighbours and bond lengths (Å).
Cartesian coordinates (Å):
1 O -1.605 -2.834 -0.025  H10 0.982, H11 0.917
2 O 0.898 0.951 2.249  C5 1.457, H13 0.964
3 O -0.527 -1.253 -2.363  C7 1.187
4 N 0.675 1.092 -0.235  C5 1.434, C6 1.445, H16 0.987
5 C 0.309 1.567 1.067  O2 1.457, N4 1.434, H9 1.195, H14 1.124
6 C 0.172 -0.240 -0.480  N4 1.445, C7 1.542, H8 1.170, H15 1.100
7 C -0.279 -0.168 -1.953  O3 1.187, C6 1.542, H12 1.100
8 H -0.738 -0.296 0.253  C6 1.170
9 H 0.766 2.670 1.095  C5 1.195
10 H -1.189 -2.264 -0.709  O1 0.982
11 H -1.710 -2.339 0.739  O1 0.917
12 H -0.194 0.838 -2.391  C7 1.100
13 H 1.718 0.519 1.987  O2 0.964
14 H -0.774 1.527 1.370  C5 1.124
15 H 0.860 -1.017 -0.117  C6 1.100
16 H 1.617 1.246 -0.487  N4 0.987

For the energy above the lowest of the compared OMol25 structures with the same formula, charge and spin, the calculation gives 73.7 kcal per mole. The structure (SMILES) is O=CCNCO.O. Its HOMO-LUMO gap is 0.3860 Eh. Its spin multiplicity is 1. The HOMO energy is -9.997 eV.

Löwdin atomic charge list, values in e, 5 entries: -0.04, -0.09, 0.06, -0.09, -0.30

***

# 4
Molecular formula: C3H9NO3
Method: DFT, ωB97M-V/def2-TZVPD

Last columns: bonded neighbours and bond lengths (Å).
Cartesian coordinates (Å):
1 O 1.503 -1.657 -0.003  C6 1.452, H13 0.959
2 O 0.918 1.485 2.614  H9 0.965, H16 0.962
3 O -2.394 -0.105 -1.358  C7 1.208
4 N 0.796 0.944 -0.267  C5 1.462, H11 1.015, H14 1.009
5 C -0.055 -0.078 -0.873  N4 1.462, C6 1.542, C7 1.505, H8 1.090
6 C 0.085 -1.343 -0.002  O1 1.452, C5 1.542, H12 1.086, H15 1.089
7 C -1.484 0.371 -0.723  O3 1.208, C5 1.505, H10 1.105
8 H 0.248 -0.370 -1.878  C5 1.090
9 H 0.056 1.740 2.262  O2 0.965
10 H -1.743 1.254 -0.112  C7 1.105
11 H 0.941 1.656 -0.977  N4 1.015
12 H -0.432 -2.161 -0.494  C6 1.086
13 H 1.637 -2.547 -0.332  O1 0.959
14 H 1.657 0.560 0.094  N4 1.009
15 H -0.125 -1.102 1.039  C6 1.089
16 H 1.475 1.825 1.907  O2 0.962

For the energy above the lowest of the compared OMol25 structures with the same formula, charge and spin, the calculation gives 49.3 kcal per mole. The structure (SMILES) is N[C@H](C=O)CO.O. Its HOMO-LUMO gap is 0.3892 Eh. Its spin multiplicity is 1. The HOMO energy is -9.909 eV.

Löwdin atomic charge list, values in e, 5 entries: -0.08, -0.08, 0.06, 0.03, -0.34

***

# 5
Molecular formula: C3H9NO3
Method: DFT, ωB97M-V/def2-TZVPD

Last columns: bonded neighbours and bond lengths (Å).
Cartesian coordinates (Å):
1 O 1.509 1.877 0.327  C5 1.399, H11 0.971
2 O 1.085 -0.240 1.994  C6 1.342, H16 0.971
3 O -1.496 0.135 0.183  C7 1.402, H14 1.176
4 N 1.513 0.445 -1.514  C5 1.394, H10 1.014, H13 1.015
5 C 1.078 0.658 -0.207  O1 1.399, N4 1.394, C6 1.390
6 C 1.015 -0.422 0.667  O2 1.342, C5 1.390, H8 1.081
7 C -2.449 -0.781 -0.285  O3 1.402, H9 1.098, H12 1.098, H15 1.099
8 H 0.790 -1.418 0.312  C6 1.081
9 H -2.369 -1.021 -1.353  C7 1.098
10 H 1.518 1.305 -2.053  N4 1.014
11 H 1.098 1.962 1.203  O1 0.971
12 H -3.466 -0.384 -0.168  C7 1.098
13 H 2.421 -0.005 -1.571  N4 1.015
14 H -0.519 0.571 -0.304  O3 1.176
15 H -2.388 -1.692 0.327  C7 1.099
16 H 0.662 -0.990 2.442  O2 0.971

For the energy above the lowest of the compared OMol25 structures with the same formula, charge and spin, the calculation gives 97.1 kcal per mole. The structure (SMILES) is N/C(O)=C/O.CO. Its HOMO-LUMO gap is 0.3067 Eh. Its spin multiplicity is 1. The HOMO energy is -7.976 eV.

Löwdin atomic charge list, values in e, 5 entries: 0.03, 0.06, -0.26, 0.09, -0.49

***

# 6
Molecular formula: C3H9NO3
Method: DFT, ωB97M-V/def2-TZVPD

Last columns: bonded neighbours and bond lengths (Å).
Cartesian coordinates (Å):
1 O 4.539 2.002 -1.804  H8 0.966, H13 0.959
2 O -1.585 -2.447 -0.889  C7 1.201
3 O -0.182 -2.205 0.826  C7 1.360, H14 0.968
4 N -2.398 -0.172 1.105  C5 1.441, H9 1.004, H15 1.002
5 C -1.362 -0.255 0.108  N4 1.441, C6 1.509, C7 1.514, H16 1.094
6 C -0.219 0.683 0.411  C5 1.509, H10 1.088, H11 1.095, H12 1.090
7 C -1.029 -1.714 -0.117  O2 1.201, O3 1.360, C5 1.514
8 H 4.570 2.849 -2.268  O1 0.966
9 H -2.735 -1.018 1.528  N4 1.004
10 H 0.323 0.336 1.288  C6 1.088
11 H 0.495 0.838 -0.405  C6 1.095
12 H -0.604 1.695 0.538  C6 1.090
13 H 5.213 2.028 -1.122  O1 0.959
14 H -0.138 -3.159 0.666  O3 0.968
15 H -3.079 0.555 0.993  N4 1.002
16 H -1.810 -0.016 -0.861  C5 1.094

For the energy above the lowest of the compared OMol25 structures with the same formula, charge and spin, the calculation gives 23.4 kcal per mole. The structure (SMILES) is C[C@H](N)C(=O)O.O. Its HOMO-LUMO gap is 0.3669 Eh. Its spin multiplicity is 1. The HOMO energy is -9.166 eV.

Löwdin atomic charge list, values in e, 5 entries: -0.06, 0.11, 0.10, 0.06, -0.39

***

# 7
Molecular formula: C3H9NO3
Method: DFT, ωB97M-V/def2-TZVPD

Last columns: bonded neighbours and bond lengths (Å).
Cartesian coordinates (Å):
1 O 5.189 5.244 -1.332  H13 0.962, H14 0.960
2 O -1.760 -3.841 0.519  C5 1.202
3 O -0.100 -2.743 -0.379  C5 1.408, H15 0.963
4 N -1.186 1.032 0.609  C7 1.470, H8 1.026, H9 1.008
5 C -1.354 -2.740 0.261  O2 1.202, O3 1.408, C6 1.467
6 C -1.925 -1.411 0.507  C5 1.467, C7 1.528, H11 1.089, H16 1.127
7 C -0.825 -0.384 0.765  N4 1.470, C6 1.528, H10 1.111, H12 1.131
8 H -2.057 1.049 0.065  N4 1.026
9 H -0.395 1.494 0.187  N4 1.008
10 H -0.004 -0.578 0.042  C7 1.111
11 H -2.655 -1.134 -0.253  C6 1.089
12 H -0.197 -0.662 1.664  C7 1.131
13 H 4.621 5.500 -2.065  O1 0.962
14 H 5.312 4.294 -1.276  O1 0.960
15 H 0.065 -3.663 -0.612  O3 0.963
16 H -2.730 -1.457 1.296  C6 1.127

For the energy above the lowest of the compared OMol25 structures with the same formula, charge and spin, the calculation gives 37.5 kcal per mole. The structure (SMILES) is NCCC(=O)O.O. Its HOMO-LUMO gap is 0.3687 Eh. Its spin multiplicity is 1. The HOMO energy is -9.328 eV.

Löwdin atomic charge list, values in e, 5 entries: -0.06, 0.10, 0.04, -0.01, -0.49

***

# 8
Molecular formula: C3H9NO3S
Method: DFT, ωB97M-V/def2-TZVPD

Last columns: bonded neighbours and bond lengths (Å).
Cartesian coordinates (Å):
1 S 1.312 0.621 0.484  O2 1.640, O3 1.456, O4 1.433, C7 1.750
2 O 1.842 -0.251 -0.800  S1 1.640, C7 1.518
3 O 1.799 0.020 1.718  S1 1.456
4 O 1.380 2.048 0.364  S1 1.433
5 N -0.998 0.908 1.479  H9 0.951, H12 1.040, H14 1.026
6 C -0.031 -1.768 -0.219  C7 1.507, H11 1.009, H13 1.129, H15 1.116
7 C 0.342 -0.358 -0.594  S1 1.750, O2 1.518, C6 1.507, C8 1.451
8 C -0.306 0.407 -1.643  C7 1.451, H10 1.072, H16 1.162, H17 1.073
9 H -0.533 1.258 2.231  N5 0.951
10 H -0.496 1.324 -1.121  C8 1.072
11 H 0.568 -2.003 0.558  C6 1.009
12 H -1.570 0.071 1.712  N5 1.040
13 H 0.227 -2.640 -0.888  C6 1.129
14 H -1.721 1.568 1.174  N5 1.026
15 H -1.065 -1.666 0.189  C6 1.116
16 H 0.435 0.458 -2.536  C8 1.162
17 H -1.185 0.002 -2.107  C8 1.073

For the energy above the lowest of the compared OMol25 structures with the same formula, charge and spin, the calculation gives 83.2 kcal per mole. The structure (SMILES) is CC1(C)OS1(=O)=O.N. Its HOMO-LUMO gap is 0.3962 Eh. Its spin multiplicity is 1. The HOMO energy is -10.251 eV.

Löwdin atomic charge list, values in e, 5 entries: 0.68, -0.18, -0.29, -0.27, 0.04

***

# 9
Molecular formula: C3H9NO4
Method: DFT, ωB97M-V/def2-TZVPD

Last columns: bonded neighbours and bond lengths (Å).
Cartesian coordinates (Å):
1 O -1.510 0.804 -1.019  C6 1.383, H17 0.966
2 O -0.235 -1.995 -1.132  C7 1.336, H10 0.973
3 O 0.682 -1.845 0.921  C7 1.213
4 O 0.793 0.774 1.778  N5 1.373, H12 1.024
5 N 0.299 1.358 0.638  O4 1.373, C6 1.609, C8 1.447
6 C -1.198 0.857 0.328  O1 1.383, N5 1.609, H14 1.093, H15 1.101
7 C -0.272 -2.060 0.203  O2 1.336, O3 1.213, H9 1.095
8 C 1.218 1.203 -0.470  N5 1.447, H11 1.102, H13 1.094, H16 1.089
9 H -1.262 -2.376 0.550  C7 1.095
10 H 0.657 -1.759 -1.441  O2 0.973
11 H 1.599 0.176 -0.584  C8 1.102
12 H 0.903 -0.232 1.626  O4 1.024
13 H 2.070 1.859 -0.272  C8 1.094
14 H -1.750 1.705 0.739  C6 1.093
15 H -1.537 0.003 0.934  C6 1.101
16 H 0.721 1.538 -1.379  C8 1.089
17 H -1.177 -0.010 -1.419  O1 0.966

For the energy above the lowest of the compared OMol25 structures with the same formula, charge and spin, the calculation gives 69.5 kcal per mole. The structure (SMILES) is CN(O)CO.O=CO. Its HOMO-LUMO gap is 0.3269 Eh. Its spin multiplicity is 1. The HOMO energy is -8.493 eV.

Löwdin atomic charge list, values in e, 5 entries: -0.04, 0.08, 0.05, -0.09, -0.23

***

# 10
Molecular formula: C3H9NO4P
Method: DFT, ωB97M-V/def2-TZVPD

Last columns: bonded neighbours and bond lengths (Å).
Cartesian coordinates (Å):
1 P -2.412 -0.132 -0.200  O2 1.493, O3 1.504, O4 1.652
2 O -2.547 0.828 -1.335  P1 1.493
3 O -2.510 -1.618 -0.412  P1 1.504
4 O -3.561 0.295 0.907  P1 1.652, H17 0.902
5 O 1.097 0.355 0.786  C7 1.407, C9 1.368
6 N -0.085 1.765 -0.820  C9 1.407, H10 1.021, H15 1.028
7 C 1.418 -0.533 -0.257  O5 1.407, C8 1.588, H12 1.194, H14 1.088
8 C 2.327 -1.530 0.581  C7 1.588, H11 1.155, H16 1.162, H18 1.083
9 C 0.026 1.126 0.429  O5 1.368, N6 1.407, H13 1.079
10 H -1.028 1.624 -1.186  N6 1.021
11 H 3.404 -1.229 0.870  C8 1.155
12 H 1.894 0.004 -1.211  C7 1.194
13 H -0.010 1.839 1.239  C9 1.079
14 H 0.553 -1.015 -0.709  C7 1.088
15 H 0.620 1.282 -1.390  N6 1.028
16 H 1.895 -1.712 1.644  C8 1.162
17 H -3.490 1.193 0.852  O4 0.902
18 H 2.409 -2.544 0.211  C8 1.083

For the energy above the lowest of the compared OMol25 structures with the same formula, charge and spin, the calculation gives 114.8 kcal per mole. As for the total charge: -1. Its HOMO-LUMO gap (spin up / spin down) is 0.2336 / 0.2336 Eh. Its spin multiplicity is 1. The HOMO energy (spin up / spin down) is -2.756 / -2.757 eV.

Löwdin atomic charge list, values in e, 5 entries: 0.37, -0.41, -0.43, -0.20, -0.16